Below is C10H11ClF5LaSV as an isolated structure at a distorted geometry, with properties calculated with wB97M-V/def2-TZVPD.

Atoms and positions in Å:
La  0.44726  -0.31229  0.21957
Cl  -0.09336  1.22776  -1.89184
C  -1.71416  -0.97978  0.52719
H  -1.77514  -1.76198  1.23937
H  -1.99581  -1.31929  -0.48853
H  -2.38992  -0.14160  0.78100
V  0.60227  0.01527  -3.89985
C  -1.28683  0.69614  -4.52610
C  2.30863  1.23586  -3.92573
C  1.01534  -1.41337  -5.05308
H  2.91275  0.76755  -3.12008
H  3.01570  1.33209  -4.76309
H  2.10281  2.25656  -3.56475
H  -1.96726  0.02811  -3.95987
H  -1.51812  1.70414  -4.14869
H  -1.65268  0.64093  -5.55361
H  0.24953  -2.02884  -5.59023
H  2.05905  -1.76233  -5.26601
F  -1.74283  -0.22203  6.59689
C  -0.90855  -0.12004  5.52762
C  -0.60358  1.15563  5.02043
F  -1.10157  2.27997  5.60550
C  0.31523  1.23731  3.96613
F  0.43892  2.41824  3.30687
C  0.91887  0.08806  3.39452
S  2.21928  0.25028  2.15313
C  0.49245  -1.17223  3.87977
F  0.75100  -2.27694  3.10165
C  -0.39897  -1.30049  4.95322
F  -0.70031  -2.52269  5.47860

Cartesian forces, eV/Å:
1.44 0.18 -2.31
-0.17 0.74 1.13
-1.84 0.75 -0.40
-0.50 -1.01 0.81
0.01 -0.10 0.31
0.03 -0.41 0.07
0.16 -0.36 -0.82
-0.41 0.11 0.05
0.40 0.27 0.12
0.23 -0.42 -0.24
-0.15 0.01 0.03
-0.39 -0.17 -0.09
-0.03 -0.15 -0.02
0.17 0.03 0.07
0.05 -0.12 -0.10
0.33 -0.05 -0.19
0.56 0.28 0.40
-0.75 0.10 0.13
0.60 0.08 -0.73
-0.33 -0.18 0.48
0.55 -0.23 0.15
0.25 -1.14 -0.62
-0.63 -0.24 -0.74
0.28 -0.63 0.92
0.12 0.02 0.15
0.02 0.19 1.67
-0.60 0.15 -0.81
0.19 0.77 1.09
0.35 0.27 0.13
0.06 1.25 -0.61

## Properties
Net charge: -1
HOMO-LUMO gap (alpha / beta) in eV: 4.1 / 5.2
Spin multiplicity: 3
Expectation value of S²: 2.2327
Energy above the lowest of the compared OMol25 structures with the same formula, charge and spin in kJ/mol: 186.4
LUMO (alpha / beta) in eV: 1.668 / 1.545
E_tot in eV: -74036.446
E_HOMO (alpha / beta) in eV: -2.448 / -3.642

Results of the Mulliken charge analysis, in e, for atoms 1 through 6:
1. La 1.0496
2. Cl -0.3905
3. C -1.3450
4. H 0.3923
5. H 0.2612
6. H 0.3406



Below is C39H31BrF6N3NaO5S2Sb as an isolated structure, with properties calculated with wB97M-V/def2-TZVPD.

Atoms and positions in Å:
Na  0.58298  0.84423  -1.00995
Br  5.62589  0.77794  4.44987
C  4.06939  0.93268  3.36445
C  3.30602  2.11559  3.41745
C  2.18420  2.24467  2.65242
C  1.73852  1.21278  1.75223
O  0.71355  1.37400  1.03786
C  2.54575  0.00907  1.73406
C  2.22406  -1.12451  0.92640
N  1.26938  -1.19270  0.06361
C  0.98168  -2.37950  -0.58774
C  0.97946  -3.60515  0.04264
C  0.54106  -4.77154  -0.61488
C  0.08352  -4.72294  -1.89836
C  0.06063  -3.48617  -2.58740
C  -0.42459  -3.36482  -3.90817
C  -0.41894  -2.14567  -4.51861
C  0.07311  -1.03930  -3.79851
N  0.51271  -1.10611  -2.56888
C  0.51863  -2.31139  -1.94594
C  3.69554  -0.09223  2.54851
H  3.62103  2.92455  4.06441
H  1.60288  3.15850  2.66790
H  2.87570  -1.99873  1.07035
H  1.27736  -3.65786  1.08335
H  0.54884  -5.71235  -0.07797
H  -0.27576  -5.61431  -2.39955
H  -0.80454  -4.24482  -4.41488
H  -0.80030  -2.00592  -5.52084
H  0.08926  -0.05907  -4.25765
H  4.28356  -1.00299  2.51480
F  0.65206  4.62335  -4.08766
C  -0.12022  4.78148  -3.01828
F  -0.13248  6.06501  -2.67402
F  -1.37118  4.43055  -3.36827
S  0.42461  3.69036  -1.60073
O  -0.80191  3.34388  -0.94581
O  1.11867  2.60756  -2.26761
N  1.30447  4.55163  -0.66484
S  2.71545  5.15202  -1.04278
O  2.80648  5.63610  -2.38857
O  3.14402  5.97928  0.04048
C  3.87947  3.68612  -1.01040
F  5.05683  4.07355  -0.51197
F  3.41419  2.69450  -0.25438
F  4.08749  3.21877  -2.24041
C  -2.42270  1.65578  -4.24455
C  -3.12059  0.31464  -4.29315
C  -3.49694  -0.19391  -5.53666
C  -4.14159  -1.41464  -5.65284
C  -4.42524  -2.15572  -4.51376
C  -4.06008  -1.66321  -3.27073
C  -3.41383  -0.43269  -3.13993
Sb  -2.64398  0.19425  -1.23443
C  -4.00064  1.79209  -0.82872
C  -4.93339  2.22178  -1.76541
C  -5.74017  3.32327  -1.51641
C  -5.61300  3.99986  -0.31246
C  -4.68589  3.57184  0.62738
C  -3.86389  2.47213  0.38902
C  -2.86375  2.03292  1.42583
C  -3.43334  -1.39680  -0.01806
C  -2.45615  -2.18461  0.58573
C  -2.79065  -3.25536  1.40311
C  -4.12455  -3.54060  1.63597
C  -5.11039  -2.75969  1.04645
C  -4.79023  -1.68836  0.21550
C  -5.90496  -0.88957  -0.40909
H  -1.62026  1.71412  -4.98187
H  -1.98730  1.88569  -3.27134
H  -3.12368  2.46371  -4.46685
H  -3.27037  0.38173  -6.42854
H  -4.41974  -1.78811  -6.63103
H  -4.92826  -3.11173  -4.59288
H  -4.27296  -2.25095  -2.38293
H  -5.04388  1.68290  -2.70154
H  -6.46042  3.64884  -2.25694
H  -6.23346  4.86275  -0.10401
H  -4.58652  4.10545  1.56598
H  -2.94850  2.63776  2.32828
H  -1.83634  2.12693  1.05910
H  -3.02077  0.98857  1.71365
H  -1.41017  -1.94863  0.43326
H  -2.00643  -3.85313  1.85183
H  -4.40448  -4.36990  2.27483
H  -6.15480  -2.98885  1.22785
H  -6.85066  -1.43059  -0.35020
H  -5.69957  -0.67356  -1.45865
H  -6.03054  0.07210  0.09225

Cartesian forces, eV/Å:
-0.09 -0.45 -0.11
0.03 0.00 0.03
0.00 -0.04 -0.02
-0.09 0.01 -0.05
0.06 0.02 0.04
0.00 -0.16 0.04
0.11 0.16 0.40
-0.09 0.08 0.06
0.00 -0.05 0.03
0.03 0.19 -0.28
-0.04 -0.20 0.18
0.02 -0.02 -0.01
0.02 -0.02 0.03
-0.02 -0.04 -0.02
0.04 0.02 0.08
-0.01 0.07 -0.06
-0.01 -0.06 0.00
-0.02 -0.01 0.00
0.05 0.13 -0.02
-0.07 -0.19 0.04
-0.02 0.02 0.00
0.00 0.00 0.00
0.00 -0.01 -0.01
0.03 0.01 -0.02
-0.02 0.01 -0.02
0.00 0.00 0.00
0.00 0.02 0.00
0.01 0.01 0.00
0.00 -0.01 0.00
-0.01 0.11 -0.06
-0.01 0.00 0.00
0.03 0.03 -0.02
-0.10 -0.06 -0.03
-0.06 -0.01 0.01
0.10 0.07 0.01
-0.12 0.26 -0.23
-0.19 -0.06 0.03
0.11 -0.02 -0.24
-0.07 0.17 0.15
0.16 -0.09 0.17
-0.01 0.07 -0.14
0.07 0.01 0.00
0.00 0.05 0.02
0.04 0.02 -0.02
0.00 0.00 0.02
0.00 -0.04 -0.03
-0.12 -0.07 0.03
0.05 0.00 0.12
0.02 0.00 0.01
0.00 -0.01 0.00
-0.01 0.00 -0.04
0.07 0.02 0.03
0.01 0.05 -0.12
0.23 -0.04 0.12
-0.05 -0.01 0.07
0.01 -0.04 -0.04
0.00 0.02 0.03
0.02 -0.03 -0.01
0.01 -0.02 0.00
-0.05 0.02 0.00
0.03 0.00 -0.04
-0.28 0.05 -0.06
-0.01 0.08 0.02
0.03 -0.03 0.02
-0.03 0.00 0.01
0.06 0.01 -0.02
0.05 -0.03 -0.06
0.03 0.04 0.02
-0.01 -0.03 -0.02
0.00 -0.04 0.00
0.00 -0.01 0.02
-0.01 0.00 0.01
0.00 0.00 0.00
0.01 0.00 0.00
0.03 0.00 -0.07
0.01 0.02 0.01
0.00 0.00 0.00
0.00 0.00 0.00
0.00 0.00 -0.01
0.01 0.01 -0.01
-0.02 0.00 0.01
0.00 0.02 -0.02
0.05 0.00 -0.02
-0.02 0.00 0.00
0.01 0.01 -0.01
0.00 0.00 0.00
0.03 -0.01 0.02
-0.03 0.02 0.04
0.01 0.01 0.00

## Properties
Net charge: -1
HOMO-LUMO gap in eV: 6.6
Energy above the lowest of the compared OMol25 structures with the same formula, charge and spin in kJ/mol: 0.0
LUMO in eV: 1.859
E_tot in eV: -174630.200
E_HOMO in eV: -4.736

Results of the Mulliken charge analysis, in e, for atoms 1 through 6:
1. Na 0.8817
2. Br -0.2730
3. C -0.1883
4. C -0.4450
5. C -0.6878
6. C -0.2454



Below is C24H33N8NiOSe as an isolated structure, with properties calculated with wB97M-V/def2-TZVPD.

Atoms and positions in Å:
Ni  -0.95682  -0.11824  2.25059
N  -2.92217  1.81736  -0.94708
C  -2.51534  0.67947  -0.37738
N  -1.76905  0.96947  0.66604
C  -1.77782  2.33319  0.70483
N  -2.46284  2.88439  -0.26963
C  -1.08073  3.06126  1.77036
C  -0.97476  4.44664  1.79792
N  -0.32800  5.06897  2.77529
C  0.21662  4.30595  3.71535
C  0.11436  2.91984  3.68571
N  -0.54117  2.29684  2.71712
H  -3.50308  1.94164  -1.76024
H  -2.76196  -0.30095  -0.74914
H  -1.42070  5.05355  1.01954
H  0.74966  4.80666  4.51410
H  0.57327  2.30555  4.45099
N  -3.74976  -0.35559  5.08352
C  -2.66769  -0.44284  4.31278
O  -2.67163  0.04413  3.16355
C  -1.41845  -1.10570  4.81214
C  -0.55552  -1.44152  3.59150
H  -4.56349  0.13000  4.74359
H  -3.75890  -0.73922  6.01161
H  -1.66874  -1.96211  5.44638
H  -0.92329  -0.37634  5.46151
H  -0.90982  -2.38290  3.15400
H  0.48657  -1.59814  3.86615
C  3.43060  1.97492  -3.75296
C  3.52737  0.95846  -2.62118
C  2.99543  1.46918  -1.28503
C  1.49222  1.71844  -1.25090
N  0.72465  0.48542  -1.45329
C  0.56337  -0.47817  -0.52530
Se  1.16350  -0.38237  1.24113
N  -0.17905  -1.46681  -1.06278
C  -0.52959  -2.73932  -0.42941
C  0.22142  -3.90960  -1.05653
C  1.73376  -3.85640  -0.85376
C  2.15717  -4.12212  0.58625
C  -0.53660  -1.11470  -2.35881
C  -1.34510  -1.74943  -3.29417
C  -1.55847  -1.08549  -4.48898
C  -0.98777  0.16785  -4.73904
C  -0.18482  0.79872  -3.80555
C  0.03372  0.13112  -2.60668
H  3.94346  1.61872  -4.64582
H  3.88974  2.92246  -3.46338
H  2.39940  2.18386  -4.04051
H  4.57454  0.68324  -2.48246
H  3.01278  0.03127  -2.89597
H  3.49317  2.40726  -1.02419
H  3.23361  0.76249  -0.48756
H  1.17861  2.41473  -2.02777
H  1.19459  2.12676  -0.28462
H  -1.61015  -2.86537  -0.53031
H  -0.30322  -2.63442  0.62997
H  -0.01542  -3.96134  -2.12171
H  -0.17278  -4.82596  -0.60867
H  2.11736  -2.88569  -1.18730
H  2.19308  -4.59733  -1.51076
H  1.79548  -3.34922  1.26565
H  3.24303  -4.14981  0.67508
H  1.77246  -5.08541  0.92843
H  -1.78922  -2.71616  -3.10118
H  -2.17749  -1.54448  -5.24756
H  -1.17758  0.65375  -5.68633
H  0.24398  1.76960  -4.00715

Cartesian forces, eV/Å:
-0.13 -0.42 -0.32
-0.02 -0.06 0.00
0.06 0.06 -0.09
-0.05 -0.05 0.35
0.00 -0.02 -0.08
0.02 0.01 0.02
0.05 0.01 0.03
-0.01 -0.01 -0.02
0.00 0.02 -0.01
0.01 -0.02 0.00
0.00 0.03 -0.01
0.06 0.19 0.11
0.01 0.01 0.00
-0.02 0.00 0.03
0.00 0.00 0.00
0.00 0.00 0.00
-0.01 0.00 0.01
-0.02 -0.01 0.04
0.13 -0.02 -0.08
0.05 -0.03 0.04
-0.07 0.06 -0.02
-0.12 0.16 -0.07
0.00 -0.01 0.01
-0.01 0.00 -0.01
0.03 -0.01 0.00
0.02 0.02 -0.02
0.03 0.02 -0.06
0.01 0.09 0.04
0.01 0.02 -0.01
0.02 -0.02 0.01
-0.02 0.00 0.00
-0.02 -0.02 -0.01
-0.01 0.00 0.04
-0.05 0.07 -0.06
0.03 -0.09 0.15
0.01 -0.04 -0.01
0.01 0.06 -0.01
-0.02 -0.02 0.02
0.01 0.01 -0.01
-0.01 -0.02 0.01
0.00 0.03 0.02
-0.01 0.01 0.00
0.00 -0.02 0.01
0.01 0.02 0.00
0.01 0.00 0.00
-0.01 -0.04 -0.03
-0.01 -0.01 0.00
0.01 -0.01 0.00
0.00 0.01 0.01
0.00 -0.01 0.01
-0.01 0.01 -0.02
-0.03 0.02 -0.01
0.03 0.00 -0.01
0.00 0.01 0.01
0.02 0.00 0.00
0.00 -0.03 0.00
0.00 0.01 0.00
0.02 0.01 -0.01
-0.01 0.01 0.00
0.01 0.00 0.02
-0.01 -0.01 0.00
0.00 0.00 0.00
0.00 0.01 0.00
0.01 0.00 -0.01
0.00 0.00 0.00
0.00 0.00 0.00
0.00 0.00 0.00
0.00 0.00 0.00

## Properties
Net charge: +1
HOMO-LUMO gap (alpha / beta) in eV: 8.1 / 8.1
LUMO (alpha / beta) in eV: -2.379 / -2.379
E_tot in eV: -145778.368
E_HOMO (alpha / beta) in eV: -10.501 / -10.462

Results of the natural (NBO) charge analysis, in e, for atoms 1 through 6:
1. Ni 0.8468
2. N -0.3280
3. C 0.2135
4. N -0.5420
5. C 0.2891
6. N -0.2386